1.
Molecular formula: C20H20F6IrN6O5P
Method: DFT, ωB97M-V/def2-TZVPD

Atoms and positions in Å:
Ir1 0.693 0.077 -0.474
O1 -0.202 0.857 -2.023
N1 -0.804 -0.050 -2.772
N2 -0.869 -1.172 -2.284
O2 -0.376 -1.461 -1.072
C1 -1.526 -2.252 -2.987
C2 -2.522 -1.947 -3.904
C3 -3.127 -2.995 -4.578
C4 -2.738 -4.303 -4.328
C5 -1.740 -4.579 -3.405
C6 -1.117 -3.548 -2.718
H1 -2.812 -0.923 -4.083
H2 -3.906 -2.787 -5.298
H3 -3.216 -5.115 -4.860
H4 -1.436 -5.600 -3.222
H5 -0.328 -3.742 -2.007
F1 3.762 -0.060 0.129
P1 3.302 -1.553 -0.211
F2 1.895 -1.174 0.779
F3 2.261 -0.751 -1.478
F4 4.030 -2.147 1.022
F5 4.405 -1.741 -1.285
F6 2.545 -2.875 -0.580
O3 3.636 -0.088 3.194
C7 2.862 0.640 2.785
N3 1.897 1.364 2.446
C8 2.384 4.119 -1.450
N4 2.388 3.979 0.022
C9 2.664 5.028 0.834
C10 2.643 4.931 2.181
C11 2.357 3.675 2.756
N5 2.174 2.615 1.905
C12 2.101 2.743 0.520
O4 1.854 1.830 -0.260
N6 2.287 3.463 4.053
H6 2.565 5.162 -1.686
H7 1.418 3.807 -1.839
H8 3.167 3.494 -1.873
H9 2.887 5.961 0.335
H10 2.840 5.787 2.807
H11 2.434 4.225 4.697
H12 1.995 2.572 4.425
C13 -2.912 1.731 1.248
C14 -1.893 0.664 1.013
O5 -0.789 1.045 0.556
C15 -2.187 -0.725 1.330
C16 -3.511 -1.177 1.384
C17 -3.779 -2.496 1.700
C18 -2.735 -3.364 1.998
C19 -1.419 -2.914 1.983
C20 -1.147 -1.605 1.645
H13 -2.510 2.698 0.961
H14 -3.227 1.734 2.291
H15 -3.801 1.532 0.647
H16 -4.333 -0.514 1.155
H17 -4.801 -2.848 1.721
H18 -2.949 -4.393 2.253
H19 -0.611 -3.587 2.237
H20 -0.124 -1.249 1.664

Properties
Lowest unoccupied orbital energy ... -6.74 eV
Net charge ... +2
Kohn-Sham gap ... 7.276 eV
Energy relative to the best compared isomer or geometry (same formula, charge and spin) ... 1.273 eV

=====

2.
Molecular formula: CH6NOS
Method: DFT, ωB97M-V/def2-TZVPD

Atoms and positions in Å:
N1 0.411 -1.621 -0.818
C1 0.384 -0.129 -0.761
O1 -0.731 0.386 -0.193
H1 -0.141 -1.923 -1.609
H2 -0.057 -1.937 0.021
H3 1.302 0.172 -0.225
H4 0.513 0.194 -1.802
S1 -0.054 2.033 1.985
H5 -1.197 1.741 2.613
H6 -0.430 1.083 0.788

Properties
Lowest unoccupied orbital energy ... 4.30 eV
Net charge ... -1
Kohn-Sham gap ... 7.963 eV
Energy relative to the best compared isomer or geometry (same formula, charge and spin) ... 0.665 eV

=====

3.
Molecular formula: C25H42F6NO13V
Method: DFT, ωB97M-V/def2-TZVPD

Atoms and positions in Å:
O1 -0.217 -0.816 0.356
V1 -1.317 -0.183 -0.544
O2 -2.730 -0.142 0.189
C1 -1.684 -0.688 -3.294
O3 -2.519 -1.062 -2.218
O4 -0.647 -0.085 -2.668
C2 -1.295 -2.004 -4.071
F1 -1.374 -3.085 -3.277
F2 -2.119 -2.228 -5.120
F3 -0.066 -1.942 -4.599
C3 -3.780 -1.648 -2.484
C4 -4.717 -1.622 -1.249
H1 -4.313 -2.203 -0.427
H2 -4.908 -0.571 -1.045
H3 -5.691 -1.964 -1.612
H4 -3.830 -2.633 -2.952
H5 -4.309 -0.973 -3.170
H6 -2.237 -0.008 -3.958
C5 -1.381 3.042 0.131
O5 -0.733 3.569 1.303
O6 -0.806 1.886 -0.225
C6 -2.916 3.124 0.412
F4 -3.173 2.462 1.550
F5 -3.282 4.409 0.578
F6 -3.724 2.635 -0.536
C7 -0.427 4.946 1.283
C8 0.140 5.413 2.619
H7 1.128 5.028 2.865
H8 0.250 6.497 2.485
H9 -0.608 5.311 3.404
H10 -1.369 5.494 1.191
H11 0.201 5.261 0.445
H12 -1.035 3.733 -0.660
C9 2.641 -1.183 -1.349
C10 3.821 -0.198 -1.267
C11 4.946 -0.605 -2.267
C12 6.030 0.491 -2.495
C13 5.361 1.753 -2.952
C14 4.266 2.201 -1.943
N1 3.347 1.137 -1.589
O7 2.227 1.572 -0.900
C15 3.461 3.153 -2.944
C16 4.762 3.062 -0.763
C17 4.447 -0.218 0.189
H13 1.953 -0.956 -2.160
H14 2.204 -1.356 -0.369
H15 3.102 -2.139 -1.655
H16 4.598 -0.977 -3.231
H17 5.492 -1.402 -1.745
H18 6.705 -0.017 -3.194
H19 6.566 0.659 -1.557
H20 4.980 1.663 -3.968
H21 6.161 2.506 -2.985
H22 4.180 3.800 -3.460
H23 2.870 3.804 -2.293
H24 2.832 2.657 -3.677
H25 5.076 2.401 0.049
H26 3.958 3.648 -0.319
H27 5.645 3.695 -0.915
H28 4.670 -1.284 0.326
H29 3.745 0.107 0.954
H30 5.308 0.443 0.215
C18 0.970 -4.079 1.045
C19 -0.281 -4.579 0.334
C20 -0.904 -5.850 0.991
O8 -1.794 -5.311 1.912
C21 -2.018 -3.993 1.697
O9 -2.975 -3.411 2.133
O10 -1.244 -3.572 0.730
H31 0.997 -3.698 2.065
H32 1.209 -3.153 0.503
H33 1.893 -4.628 0.834
H34 -0.080 -4.735 -0.721
H35 -0.072 -6.393 1.441
H36 -1.363 -6.496 0.238
C22 -3.309 0.285 3.506
C23 -4.100 -0.859 4.116
C24 -3.667 -1.105 5.608
O11 -4.921 -1.055 6.298
C25 -5.947 -0.904 5.428
O12 -7.079 -1.120 5.722
O13 -5.487 -0.499 4.259
H37 -3.679 1.297 3.722
H38 -3.349 0.431 2.425
H39 -2.275 0.372 3.837
H40 -4.139 -1.782 3.545
H41 -2.992 -0.423 6.124
H42 -3.257 -2.105 5.772

Properties
Lowest unoccupied orbital energy ... 3.96 eV
Net charge ... -2
Kohn-Sham gap ... 2.744 eV
Energy relative to the best compared isomer or geometry (same formula, charge and spin) ... 0.000 eV

=====

4.
Molecular formula: C36H44I2N4OSSe2SiZn
Method: DFT, ωB97M-V/def2-TZVPD

Atoms and positions in Å:
Zn1 0.127 -0.010 -0.113
I1 -2.049 4.194 -2.094
C1 -2.949 2.809 -0.777
C2 -4.172 3.079 -0.194
C3 -4.741 2.153 0.648
I2 -6.616 2.629 1.524
C4 -4.112 0.928 0.920
C5 -4.637 -0.095 1.734
C6 -3.949 -1.267 1.880
C7 -2.699 -1.401 1.262
N1 -2.146 -0.451 0.552
C8 -2.836 0.681 0.335
C9 -2.218 1.639 -0.543
O1 -1.084 1.430 -1.067
H1 -4.673 4.013 -0.407
H2 -5.584 0.051 2.232
H3 -4.344 -2.077 2.475
H4 -2.136 -2.318 1.365
Se1 1.175 -3.636 -2.259
Se2 2.921 -2.231 -1.862
C10 2.277 -0.727 -2.890
C11 3.012 -0.326 -3.995
C12 2.489 0.676 -4.791
C13 1.249 1.199 -4.457
C14 0.604 0.731 -3.323
N2 1.122 -0.198 -2.531
C15 0.596 -3.890 -0.441
C16 0.396 -5.189 0.016
C17 0.126 -5.373 1.358
C18 0.038 -4.256 2.178
C19 0.198 -3.007 1.602
N3 0.484 -2.823 0.323
H5 3.959 -0.798 -4.209
H6 3.030 1.029 -5.656
H7 0.795 1.975 -5.051
H8 -0.351 1.127 -3.016
H9 0.488 -6.015 -0.674
H10 0.010 -6.365 1.766
H11 -0.153 -4.348 3.236
H12 0.115 -2.104 2.189
S1 -1.915 -1.873 -2.306
C20 -2.655 -2.621 -3.582
N4 -2.876 -3.978 -3.514
C21 -3.527 -4.681 -4.463
C22 -3.999 -4.063 -5.576
C23 -3.780 -2.670 -5.726
C24 -3.123 -1.975 -4.761
H13 -2.525 -4.430 -2.678
H14 -3.647 -5.739 -4.287
H15 -4.529 -4.619 -6.331
H16 -4.144 -2.175 -6.615
H17 -2.943 -0.914 -4.843
C25 1.657 3.009 -0.815
C26 1.556 3.087 0.711
C27 2.746 3.913 1.210
C28 0.281 3.885 1.005
Si1 1.457 1.262 1.477
C29 0.658 1.365 3.301
C30 -0.850 1.616 3.217
C31 1.290 2.474 4.146
C32 0.811 0.058 4.083
C33 3.232 0.403 1.544
C34 3.084 -1.108 1.713
C35 4.132 0.905 2.671
C36 3.961 0.634 0.222
H18 1.666 4.018 -1.229
H19 0.795 2.500 -1.229
H20 2.555 2.500 -1.151
H21 2.710 4.906 0.761
H22 3.691 3.458 0.926
H23 2.730 4.031 2.289
H24 0.283 4.804 0.419
H25 0.204 4.170 2.051
H26 -0.603 3.318 0.731
H27 -1.089 2.563 2.749
H28 -1.275 1.627 4.222
H29 -1.339 0.824 2.653
H30 1.131 3.453 3.706
H31 2.357 2.314 4.271
H32 0.836 2.482 5.137
H33 0.386 -0.774 3.530
H34 0.269 0.131 5.025
H35 1.846 -0.167 4.316
H36 2.636 -1.373 2.664
H37 4.064 -1.582 1.665
H38 2.472 -1.527 0.920
H39 3.726 0.649 3.645
H40 4.271 1.980 2.628
H41 5.112 0.434 2.590
H42 3.339 0.340 -0.622
H43 4.876 0.042 0.189
H44 4.239 1.675 0.095

Properties
Lowest unoccupied orbital energy ... -0.24 eV
Net charge ... 0
Kohn-Sham gap ... 6.761 eV
Energy relative to the best compared isomer or geometry (same formula, charge and spin) ... 0.000 eV

=====

5.
Molecular formula: C30H70O12
Method: DFT, ωB97M-V/def2-TZVPD

Atoms and positions in Å:
C1 0.862 0.538 1.846
C2 1.442 1.664 2.729
C3 1.151 1.071 4.097
O1 1.531 -0.300 3.944
C4 1.366 -0.715 2.608
H1 1.330 0.473 0.862
H2 -0.220 0.549 1.732
H3 0.917 2.586 2.468
H4 2.510 1.850 2.654
H5 0.091 1.105 4.380
H6 1.694 1.460 4.957
H7 0.658 -1.545 2.548
H8 2.344 -0.993 2.200
C5 0.143 5.841 -0.050
C6 -1.113 6.455 0.499
C7 -2.010 6.486 -0.740
O2 -1.722 5.274 -1.455
C8 -0.348 4.962 -1.209
H9 0.767 5.251 0.620
H10 0.791 6.641 -0.422
H11 -1.132 7.446 0.959
H12 -1.588 5.843 1.274
H13 -1.868 7.404 -1.323
H14 -3.089 6.443 -0.578
H15 0.367 5.085 -2.026
H16 -0.215 3.930 -0.877
C9 -0.292 1.190 -2.029
C10 0.614 0.116 -2.625
C11 0.476 -1.005 -1.576
O3 -0.900 -1.001 -1.268
C12 -1.338 0.349 -1.267
H17 -0.767 1.749 -2.834
H18 0.238 1.813 -1.311
H19 1.657 0.421 -2.691
H20 0.277 -0.177 -3.618
H21 1.153 -0.831 -0.730
H22 0.758 -2.001 -1.933
H23 -1.353 0.720 -0.238
H24 -2.315 0.499 -1.724
C13 -0.219 -5.548 -2.572
C14 0.479 -5.571 -3.903
C15 1.487 -4.418 -3.756
O4 1.893 -4.505 -2.385
C16 0.891 -5.134 -1.606
H25 -0.742 -6.456 -2.265
H26 -1.032 -4.813 -2.554
H27 -0.151 -5.313 -4.763
H28 0.925 -6.525 -4.183
H29 1.085 -3.424 -3.959
H30 2.322 -4.624 -4.428
H31 0.539 -4.396 -0.881
H32 1.207 -6.022 -1.050
C17 -1.448 -7.573 4.514
O5 -1.791 -6.596 3.560
C18 -1.843 -5.317 4.117
C19 -2.195 -4.303 3.044
O6 -1.067 -4.204 2.188
C20 -1.349 -3.420 1.052
H33 -1.204 -8.503 4.005
H34 -2.297 -7.761 5.186
H35 -0.600 -7.255 5.130
H36 -0.892 -4.953 4.528
H37 -2.591 -5.248 4.919
H38 -2.365 -3.308 3.479
H39 -3.118 -4.538 2.503
H40 -1.952 -2.540 1.304
H41 -1.897 -3.954 0.268
H42 -0.411 -3.090 0.608
C21 3.927 -0.254 -1.031
O7 3.891 1.145 -0.839
C22 4.356 1.579 0.414
C23 5.871 1.422 0.615
O8 6.686 1.956 -0.388
C24 6.824 1.225 -1.582
H43 4.954 -0.631 -1.041
H44 3.469 -0.480 -1.988
H45 3.424 -0.765 -0.204
H46 3.867 0.993 1.208
H47 4.013 2.585 0.656
H48 6.116 0.383 0.869
H49 6.140 1.982 1.514
H50 7.221 0.223 -1.397
H51 7.521 1.741 -2.243
H52 5.907 1.207 -2.175
C25 -3.171 0.883 2.966
O9 -3.358 1.282 1.603
C26 -3.640 2.675 1.479
C27 -3.545 3.127 0.061
O10 -4.324 2.335 -0.817
C28 -4.222 2.747 -2.151
H53 -4.027 1.242 3.546
H54 -2.228 1.288 3.337
H55 -3.214 -0.203 2.923
H56 -2.891 3.280 2.008
H57 -4.608 2.832 1.964
H58 -2.533 3.211 -0.348
H59 -3.923 4.160 0.011
H60 -4.581 3.769 -2.340
H61 -4.738 2.100 -2.854
H62 -3.158 2.820 -2.418
C29 2.757 2.892 -3.458
O11 3.822 3.158 -2.576
H63 2.950 2.039 -4.119
H64 1.836 2.720 -2.890
H65 2.592 3.773 -4.081
H66 3.914 2.369 -1.990
C30 -4.722 -1.269 -0.620
O12 -5.256 -0.671 0.539
H67 -4.839 -0.647 -1.516
H68 -3.659 -1.472 -0.455
H69 -5.237 -2.199 -0.862
H70 -4.718 0.115 0.720

Properties
Lowest unoccupied orbital energy ... 0.50 eV
Net charge ... 0
SMILES ... C1CCOC1.C1CCOC1.C1CCOC1.C1CCOC1.COCCOC.COCCOC.COCCOC.CO.CO
Kohn-Sham gap ... 10.027 eV

=====

6.
Molecular formula: C31H33N2O2
Method: DFT, ωB97M-V/def2-TZVPD

Atoms and positions in Å:
C1 -2.852 -3.479 -4.294
O1 -3.430 -3.123 -3.019
C2 -2.663 -3.231 -1.901
C3 -3.288 -2.898 -0.674
C4 -2.501 -2.489 0.386
C5 -1.072 -2.407 0.266
C6 -0.293 -1.437 1.141
C7 1.118 -1.935 1.422
C8 1.617 -2.224 2.718
C9 2.966 -2.423 2.916
C10 3.863 -2.311 1.824
O2 5.188 -2.388 2.113
C11 6.139 -2.285 1.036
C12 3.377 -2.074 0.519
C13 2.013 -1.887 0.346
C14 -0.522 -3.155 -0.812
C15 -1.283 -3.513 -1.918
H1 -3.678 -3.425 -5.008
H2 -2.058 -2.767 -4.555
H3 -2.435 -4.497 -4.272
H4 -4.377 -2.819 -0.703
H5 -3.013 -2.216 1.312
H6 -0.872 -1.291 2.064
H7 0.947 -2.270 3.584
H8 3.410 -2.576 3.902
H9 7.117 -2.345 1.513
H10 6.007 -3.102 0.318
H11 6.028 -1.329 0.513
H12 4.047 -1.922 -0.323
H13 1.618 -1.674 -0.643
H14 0.527 -3.443 -0.827
H15 -0.810 -3.902 -2.829
C16 -1.767 1.971 2.505
N1 -0.483 1.907 1.870
C17 -0.239 1.155 0.681
H16 -0.278 -0.175 0.924
C18 -1.249 1.530 -0.424
C19 -1.535 2.855 -0.879
C20 -2.492 3.095 -1.880
C21 -3.202 2.028 -2.451
C22 -4.239 2.337 -3.497
C23 -2.911 0.722 -2.037
C24 -1.930 0.488 -1.062
N2 1.071 1.597 0.319
C25 1.692 1.306 -0.939
C26 1.591 2.494 1.243
C27 0.609 2.692 2.222
C28 0.750 3.687 3.199
C29 1.924 4.435 3.187
C30 2.908 4.234 2.209
C31 2.752 3.279 1.210
H17 -1.756 2.805 3.215
H18 -2.578 2.192 1.787
H19 -1.958 1.036 3.043
H20 -0.983 3.689 -0.432
H21 -2.680 4.134 -2.192
H22 -4.739 1.403 -3.787
H23 -5.012 3.044 -3.126
H24 -3.792 2.781 -4.413
H25 -3.502 -0.076 -2.520
H26 -1.722 -0.550 -0.802
H27 2.452 2.069 -1.144
H28 2.171 0.323 -0.896
H29 0.971 1.371 -1.772
H30 -0.034 3.826 3.928
H31 2.077 5.196 3.939
H32 3.796 4.847 2.225
H33 3.482 3.108 0.432

Properties
Lowest unoccupied orbital energy ... -4.32 eV
Net charge ... +1
Kohn-Sham gap ... 6.000 eV
Energy relative to the best compared isomer or geometry (same formula, charge and spin) ... 2.840 eV

=====

Look up the Kohn-Sham gap of the second one.
7.963 eV

=====

Which of these has the lowest Kohn-Sham gap?
C25H42F6NO13V